(1)
Below is a structure of composition CH5N3 at a distorted geometry, with properties calculated with ωB97M-V/def2-TZVPD.

LUMO (eV): 1.2
Kohn-Sham gap (eV): 11.3
Energy above the lowest of the compared OMol25 structures with the same formula, charge and spin (kcal/mol): 40.6
Electronic energy (a.u.): -205.32634

Last column: natural (NBO) charge in e.
Geometry (Å):
C -0.50791 1.58112 -1.23739  -0.05
N 0.55478 1.54746 -0.54486  -0.60
N 2.76108 3.66784 -2.14778  -0.01
N 3.46049 3.29676 -1.36703  0.01
H -2.19797 -7.59228 3.57310  0.00
H -1.40808 1.86412 -0.66001  0.15
H -0.50937 1.24946 -2.22712  0.17
H -2.52014 -7.23704 4.18346  0.00
H 0.36711 1.62257 0.42763  0.33

***

(2)
Below is a cluster of 9 separate species, C18H35Cl16N in total at a distorted geometry, with properties calculated with ωB97M-V/def2-TZVPD.

LUMO (eV): 0.2
Kohn-Sham gap (eV): 10.1
Structure (SMILES): ClCCCl.ClCCCl.ClCCCl.ClCCCl.ClCCCl.ClCCCl.ClCCCl.ClCCCl.CC#N
Electronic energy (a.u.): -8124.68067

Last column: natural (NBO) charge in e.
Geometry (Å):
Cl -3.45544 -3.08342 1.49643  -0.06
C -4.42741 -3.60216 0.11338  -0.39
C -3.60962 -3.38487 -1.13319  -0.40
Cl -4.52714 -3.76302 -2.60089  -0.05
H -5.30569 -2.96355 0.17185  0.22
H -4.70574 -4.64629 0.22927  0.22
H -2.68560 -3.95873 -1.05668  0.22
H -3.24056 -2.36410 -1.23375  0.22
Cl 2.07899 2.34470 -4.47103  -0.08
C 2.18018 1.14954 -3.13617  -0.39
C 1.38487 -0.10119 -3.46819  -0.38
Cl 1.86502 -0.80390 -5.05008  -0.07
H 1.78496 1.63475 -2.24718  0.25
H 3.22812 0.91679 -2.98741  0.23
H 0.30431 0.01061 -3.45892  0.21
H 1.62106 -0.85853 -2.72014  0.22
Cl -0.00105 -2.63647 -1.40381  -0.08
C 1.63863 -2.90881 -0.71258  -0.38
C 1.87787 -4.41022 -0.65241  -0.38
Cl 3.51582 -4.83966 -0.06705  -0.06
H 1.64230 -2.43984 0.26502  0.23
H 2.32957 -2.41765 -1.38979  0.23
H 1.87168 -4.86818 -1.63700  0.23
H 1.09901 -4.86524 -0.04528  0.22
Cl 0.93328 4.30152 -2.20280  -0.05
C 0.63682 5.43302 -0.86773  -0.40
C -0.23922 4.79259 0.16102  -0.39
Cl -1.82575 4.27955 -0.51026  -0.08
H 0.26727 6.35662 -1.30628  0.22
H 1.63788 5.61776 -0.47786  0.23
H -0.49528 5.50097 0.94813  0.22
H 0.22878 3.92026 0.60966  0.24
Cl 5.02312 -1.93359 2.93042  -0.07
C 5.50905 -1.50005 1.27332  -0.38
C 4.27478 -1.08350 0.49982  -0.38
Cl 4.61256 -0.35881 -1.08931  -0.04
H 5.97097 -2.33651 0.75317  0.23
H 6.20238 -0.67567 1.40306  0.22
H 3.75337 -0.31857 1.07523  0.20
H 3.55058 -1.87312 0.32151  0.22
Cl 2.88361 2.96813 1.05579  -0.05
C 2.82341 1.75974 2.37241  -0.40
C 1.79023 2.14746 3.39176  -0.38
Cl 0.09531 2.14840 2.77631  -0.07
H 3.81246 1.65990 2.81644  0.23
H 2.60310 0.77260 1.96284  0.22
H 1.91149 3.16291 3.76377  0.23
H 1.76803 1.52121 4.28292  0.23
Cl -4.05017 1.09089 -1.57714  -0.08
C -5.22005 2.18553 -2.38006  -0.38
C -6.64178 1.70879 -2.20573  -0.39
Cl -7.14887 1.69810 -0.48494  -0.06
H -4.92139 2.15737 -3.42577  0.23
H -4.99921 3.16305 -1.96342  0.23
H -6.82733 0.73155 -2.64261  0.23
H -7.31496 2.39296 -2.72238  0.23
Cl -2.11360 -0.11387 4.21160  -0.04
C -1.26963 -1.64269 4.47426  -0.40
C -0.03183 -1.67377 3.58012  -0.39
Cl -0.54270 -1.70624 1.87856  -0.06
H -1.94960 -2.45696 4.23362  0.23
H -1.03824 -1.68400 5.53637  0.23
H 0.65218 -2.50879 3.71575  0.23
H 0.54871 -0.77111 3.76929  0.21
C -0.70394 0.79011 -0.40625  -0.75
C 0.73574 0.54006 -0.55216  0.38
N 1.84241 0.29914 -0.74031  -0.44
H -1.14149 -0.20489 -0.31130  0.26
H -1.21184 1.24914 -1.25035  0.27
H -0.84474 1.35225 0.51512  0.27

***

(3)
Below is the molecule C3H4N2OS at a distorted geometry, with properties calculated with ωB97M-V/def2-TZVPD.

LUMO (spin up / spin down) (eV): -0.3 / -0.3
Kohn-Sham gap (spin up / spin down) (eV): 8.6 / 8.6
Energy above the lowest of the compared OMol25 structures with the same formula, charge and spin (kcal/mol): 101.6
Structure (SMILES): OCc1nncs1
Electronic energy (a.u.): -699.51015

Last column: natural (NBO) charge in e.
Geometry (Å):
O -2.40177 0.52983 -0.25577  -0.72
C -1.53287 -0.52988 0.19744  -0.14
C -0.10163 -0.36484 -0.21466  -0.21
N 0.68790 1.25479 -0.09346  -0.16
N 1.88177 1.09808 -0.06351  -0.17
C 2.44137 -0.05729 -0.15252  -0.32
S 1.21726 -1.33012 -0.30362  0.55
H -2.03503 1.39046 -0.09739  0.48
H -2.10429 -1.34128 -0.28239  0.22
H -1.59109 -0.38399 1.21778  0.21
H 3.53838 -0.26575 0.04811  0.25

***

(4)
Below is a cluster of 2 separate species, C9H14N in total at a distorted geometry, with properties calculated with ωB97M-V/def2-TZVPD.

LUMO (eV): -3.5
Kohn-Sham gap (eV): 10.1
Energy above the lowest of the compared OMol25 structures with the same formula, charge and spin (kcal/mol): 106.3
Net charge: +1
Electronic energy (a.u.): -405.68347

Last column: natural (NBO) charge in e.
Geometry (Å):
C -0.92391 1.90060 1.79286  -0.08
C -1.66535 2.56017 0.88727  -0.07
C 1.53806 -2.39481 -0.37212  -0.39
C 0.42950 -2.01072 -1.37075  -0.42
C 0.95807 -1.40687 0.66163  -0.42
C -1.59498 -0.86465 0.00459  -0.24
C -0.37279 2.12015 0.50072  0.28
C -0.17249 -1.11571 -0.30567  0.11
C 0.83780 2.49448 -0.21019  -0.68
N -0.76189 0.18380 -0.54788  -0.57
H -0.82979 1.49882 2.77500  0.27
H -2.57174 3.05889 0.63274  0.27
H 1.49607 -3.42989 -0.05139  0.22
H 2.54648 -2.16828 -0.70371  0.22
H 0.78714 -1.46671 -2.24550  0.22
H -0.21105 -2.82588 -1.70114  0.23
H 0.63793 -1.85728 1.59807  0.22
H 1.59337 -0.55234 0.87791  0.21
H -2.37695 -1.28126 -0.61471  0.23
H -1.87885 -0.71693 1.04009  0.20
H 1.17341 3.44506 0.21657  0.28
H 0.65628 2.65040 -1.27075  0.26
H 1.63130 1.76457 -0.07083  0.26
H -0.92563 0.41440 -1.52281  0.39

***

(5)
Below is a cluster of 2 separate species, C4H13NO2 in total at a distorted geometry, with properties calculated with ωB97M-V/def2-TZVPD.

LUMO (eV): 0.8
Kohn-Sham gap (eV): 9.3
Energy above the lowest of the compared OMol25 structures with the same formula, charge and spin (kcal/mol): 55.0
Structure (SMILES): CNC[C@@H](C)O.O
Electronic energy (a.u.): -365.35486

Last column: natural (NBO) charge in e.
Geometry (Å):
C 1.95216 -0.82673 2.34220  -0.39
N 0.82982 -0.29540 1.63170  -0.66
C 0.79560 0.31504 0.40117  -0.22
C -0.30907 0.03356 -0.59369  0.10
C -0.03268 0.32548 -2.04055  -0.63
O -0.50795 -1.34967 -0.46906  -0.73
H 1.80827 -0.78547 3.41365  0.20
H 2.02383 -1.84216 2.15016  0.18
H 2.73253 -0.30960 1.84647  0.20
H -0.04928 -0.33105 2.16884  0.36
H 1.75196 0.02039 -0.12944  0.19
H 0.76279 1.46203 0.50596  0.15
H -1.21688 0.47227 -0.03286  0.12
H 0.45214 1.31337 -2.14227  0.20
H -1.03185 0.33716 -2.48022  0.24
H 0.61487 -0.39365 -2.42637  0.23
H -0.36919 -1.29611 0.52742  0.46
O -3.52439 0.84552 -1.90142  -0.93
H -2.93654 1.65243 -1.77765  0.46
H -3.74613 0.65259 -0.99404  0.47